# 1
Formula: C10H20Br10
Source: the Open Molecules 2025 dataset
Level of theory: ωB97M-V/def2-TZVPD

## Properties
orbital gap: 10.3 eV
total charge: 0
spin multiplicity: 1
highest occupied orbital energy: -9.95 eV
relative energy (zero: lowest compared OMol25 entry of this formula, charge and spin): 8.37 kcal per mole
DFT total energy: -26133.176109 a.u.

Bonds (Å) are listed after each position.
Geometry (Å):
1 Br -1.189 -1.026 2.772  C2 1.928
2 C -1.595 -1.362 4.627  Br1 1.928, C3 1.472, H5 1.088, H6 1.087
3 C -2.121 -0.195 5.354  C2 1.472, Br4 1.967, H7 1.084, H8 1.085
4 Br -3.676 0.598 4.449  C3 1.967
5 H -0.648 -1.719 5.026  C2 1.088
6 H -2.299 -2.190 4.657  C2 1.087
7 H -1.439 0.645 5.407  C3 1.084
8 H -2.504 -0.468 6.331  C3 1.085
9 Br -0.566 -0.069 -0.860  C10 1.945
10 C 1.234 -0.632 -0.387  Br9 1.945, C11 1.509, H13 1.085, H14 1.084
11 C 1.725 0.164 0.796  C10 1.509, Br12 1.939, H15 1.086, H16 1.084
12 Br 3.145 -0.795 1.705  C11 1.939
13 H 1.836 -0.486 -1.278  C10 1.085
14 H 1.157 -1.679 -0.116  C10 1.084
15 H 0.946 0.286 1.543  C11 1.086
16 H 2.102 1.155 0.572  C11 1.084
17 Br -2.959 -7.654 1.307  C18 1.926
18 C -2.143 -6.327 0.175  Br17 1.926, C19 1.497, H21 1.084, H22 1.085
19 C -1.561 -5.257 1.045  C18 1.497, Br20 1.947, H23 1.086, H24 1.085
20 Br -0.479 -4.050 -0.035  C19 1.947
21 H -2.902 -5.950 -0.500  C18 1.084
22 H -1.363 -6.838 -0.380  C18 1.085
23 H -0.866 -5.670 1.770  C19 1.086
24 H -2.305 -4.668 1.572  C19 1.085
25 Br -0.030 -0.645 -4.616  C26 1.940
26 C 1.373 0.663 -4.325  Br25 1.940, C27 1.498, H29 1.083, H30 1.088
27 C 1.090 1.849 -5.196  C26 1.498, Br28 1.961, H31 1.086, H32 1.084
28 Br 2.533 3.160 -4.986  C27 1.961
29 H 2.348 0.207 -4.436  C26 1.083
30 H 1.221 0.954 -3.287  C26 1.088
31 H 0.206 2.372 -4.844  C27 1.086
32 H 0.975 1.667 -6.258  C27 1.084
33 Br 1.491 3.256 -1.225  C34 1.937
34 C 1.330 5.155 -1.571  Br33 1.937, C35 1.501, H37 1.086, H38 1.086
35 C 0.853 5.846 -0.327  C34 1.501, Br36 1.924, H39 1.087, H40 1.085
36 Br 0.524 7.701 -0.720  C35 1.924
37 H 0.651 5.279 -2.409  C34 1.086
38 H 2.308 5.526 -1.863  C34 1.086
39 H 1.632 5.815 0.430  C35 1.087
40 H -0.036 5.379 0.084  C35 1.085



# 2
Formula: C10H20F2NO6PS2
Source: the Open Molecules 2025 dataset
Level of theory: ωB97M-V/def2-TZVPD

## Properties
orbital gap: 10.6 eV
total charge: 0
spin multiplicity: 1
highest occupied orbital energy: -9.97 eV
DFT total energy: -2236.610695 a.u.

Bonds (Å) are listed after each position.
Geometry (Å):
1 O -0.085 3.249 -2.539  C2 1.146
2 C 0.977 2.870 -2.748  O1 1.146, F3 1.341, N4 1.363
3 F 1.623 3.323 -3.833  C2 1.341
4 N 1.674 1.950 -2.024  C2 1.363, P5 1.877, C6 1.426
5 P 1.885 2.418 -0.219  N4 1.877, H9 1.414, H10 1.407, H11 1.410, H12 1.446
6 C 2.900 1.622 -2.676  N4 1.426, O7 1.134, F8 1.322
7 O 2.994 0.716 -3.353  C6 1.134
8 F 3.958 2.391 -2.486  C6 1.322
9 H 2.038 1.041 0.066  P5 1.414
10 H 0.579 2.936 -0.136  P5 1.407
11 H 2.973 3.272 -0.493  P5 1.410
12 H 2.058 2.691 1.191  P5 1.446
13 O 2.858 -0.016 2.138  S14 1.445
14 S 1.714 -0.785 2.573  O13 1.445, O15 1.439, C16 1.788, C19 1.795
15 O 0.377 -0.260 2.490  S14 1.439
16 C 1.768 -2.383 1.774  S14 1.788, C17 1.525, H20 1.088, H21 1.090
17 C 2.597 -3.248 2.719  C16 1.525, C18 1.534, H22 1.089, H23 1.093
18 C 2.108 -2.911 4.132  C17 1.534, C19 1.534, H24 1.092, H25 1.089
19 C 2.025 -1.383 4.237  S14 1.795, C18 1.534, H26 1.087, H27 1.089
20 H 2.205 -2.283 0.783  C16 1.088
21 H 0.744 -2.748 1.699  C16 1.090
22 H 2.482 -4.308 2.492  C17 1.089
23 H 3.656 -2.995 2.624  C17 1.093
24 H 1.118 -3.345 4.288  C18 1.092
25 H 2.768 -3.320 4.897  C18 1.089
26 H 1.214 -1.062 4.886  C19 1.087
27 H 2.965 -0.951 4.577  C19 1.089
28 O -1.653 -1.184 -1.354  S29 1.442
29 S -2.736 -0.411 -0.799  O28 1.442, O30 1.440, C31 1.788, C34 1.797
30 O -2.928 -0.291 0.624  S29 1.440
31 C -2.709 1.220 -1.531  S29 1.788, C32 1.525, H35 1.087, H36 1.090
32 C -3.565 1.085 -2.785  C31 1.525, C33 1.534, H37 1.089, H38 1.093
33 C -4.785 0.253 -2.371  C32 1.534, C34 1.533, H39 1.092, H40 1.090
34 C -4.271 -0.945 -1.564  S29 1.797, C33 1.533, H41 1.087, H42 1.089
35 H -1.683 1.513 -1.741  C31 1.087
36 H -3.159 1.911 -0.818  C31 1.090
37 H -3.854 2.060 -3.177  C32 1.089
38 H -3.007 0.560 -3.564  C32 1.093
39 H -5.446 0.861 -1.748  C33 1.092
40 H -5.362 -0.075 -3.236  C33 1.090
41 H -4.970 -1.243 -0.787  C34 1.087
42 H -4.046 -1.795 -2.206  C34 1.089